Record 1
Molecular formula: C5H10O
Method: DFT, the ωB97M-V functional and the def2-TZVPD basis

```
16
Properties=species:S:1:pos:R:3:forces:R:3
C -0.357297 -1.518797 1.474235 0.08 -0.06 0.08
C -0.554577 -0.576779 0.319456 0.04 0.13 -0.12
C 0.396937 0.189964 -0.226135 -0.02 -0.18 0.21
C 1.856828 0.178866 0.130155 0.03 -0.04 0.02
O 0.174274 1.127431 -1.195446 0.06 -0.02 0.03
C -1.164775 1.400744 -1.536758 -0.23 0.06 -0.07
H 0.575197 -1.326661 2.012580 -0.13 -0.05 -0.10
H -0.357701 -2.571612 1.164178 -0.01 0.14 0.01
H -1.174010 -1.398339 2.195670 0.13 -0.04 -0.10
H -1.568100 -0.516585 -0.066834 0.13 0.04 0.06
H 2.104254 0.996812 0.816420 -0.06 -0.09 -0.10
H 2.156354 -0.765227 0.589528 -0.07 0.15 -0.05
H 2.447715 0.323055 -0.779348 -0.10 -0.02 0.12
H -1.612363 0.577062 -2.108813 0.07 0.09 0.08
H -1.150830 2.303588 -2.149639 0.00 -0.15 0.04
H -1.771903 1.576474 -0.639250 0.09 0.02 -0.12
```
Positions in Å, forces in eV/Å.

Summary:
E_HOMO: -8.37 eV
Energy relative to the best compared isomer or geometry (same formula, charge and spin): 95.4 kJ/mol
SMILES: C/C=C(\C)OC
Frontier orbital gap: 0.3473 Eh
E_LUMO: 1.08 eV
Spin multiplicity: 1

***

Record 2
Molecular formula: C5H10O
Method: DFT, the ωB97M-V functional and the def2-TZVPD basis

```
16
Properties=species:S:1:pos:R:3:forces:R:3
C -2.168071 0.139741 -0.019845 -0.06 -0.09 0.17
C -0.845200 -0.367330 -0.557266 -0.21 0.01 -0.15
O -0.113837 0.707253 -1.137402 0.16 0.31 -0.23
C 0.514898 -0.017148 -0.085619 0.19 -0.02 0.10
C 1.712047 -0.738148 -0.672468 0.02 -0.08 0.05
C 0.760682 0.699639 1.222493 -0.04 0.03 0.00
H -2.963593 -0.599942 -0.123940 0.10 -0.03 0.08
H -2.435648 1.011968 -0.628969 -0.02 -0.21 0.14
H -2.138744 0.471293 1.021118 0.09 -0.09 -0.07
H -0.900369 -1.279915 -1.159432 -0.04 0.28 -0.09
H 1.429171 -1.213546 -1.616770 0.03 0.02 0.18
H 2.462946 0.026328 -0.907996 -0.05 -0.15 0.06
H 2.172361 -1.480091 -0.015083 -0.14 0.07 0.04
H 1.301154 0.040026 1.910826 -0.10 0.08 -0.12
H -0.165025 1.010828 1.713277 0.11 0.00 -0.14
H 1.377229 1.589049 1.057077 -0.05 -0.10 -0.01
```
Positions in Å, forces in eV/Å.

Summary:
E_HOMO: -9.90 eV
Energy relative to the best compared isomer or geometry (same formula, charge and spin): 109.5 kJ/mol
SMILES: C[C@H]1OC1(C)C
Frontier orbital gap: 0.4031 Eh
E_LUMO: 1.07 eV
Spin multiplicity: 1

***

Record 3
Molecular formula: C5H10O
Method: DFT, the ωB97M-V functional and the def2-TZVPD basis

```
16
Properties=species:S:1:pos:R:3:forces:R:3
C -1.631356 0.298087 2.183544 0.10 0.09 -0.20
C -1.481640 0.606493 0.892947 0.08 -0.23 -0.13
C -0.173528 0.971520 0.227427 0.12 -0.41 -0.79
C 0.673865 -0.478556 0.110342 -1.40 2.12 -0.34
O 1.791155 -0.672499 -0.710894 -0.20 0.59 0.18
C 1.442770 -0.825469 -2.073087 -0.06 0.11 -0.15
H -0.818111 0.386882 2.904324 -0.07 0.02 -0.19
H -2.575613 -0.074614 2.581318 0.19 0.20 -0.18
H -2.338578 0.486559 0.231396 0.07 -0.04 0.08
H -0.289139 1.389711 -0.762245 -0.45 0.31 -0.22
H 0.327193 1.748457 0.854018 0.19 -0.90 -0.49
H -0.062525 -1.265656 -0.092641 0.08 0.14 0.61
H 0.918039 -0.206029 1.098932 1.36 -2.11 1.51
H 2.353192 -1.035283 -2.645171 -0.16 0.07 0.26
H 0.991979 0.100287 -2.449537 0.01 -0.12 -0.12
H 0.732549 -1.655182 -2.232513 0.13 0.16 0.17
```
Positions in Å, forces in eV/Å.

Summary:
E_HOMO: -9.23 eV
Energy relative to the best compared isomer or geometry (same formula, charge and spin): 241.7 kJ/mol
SMILES: C=CCCOC
Frontier orbital gap: 0.3796 Eh
E_LUMO: 1.10 eV
Spin multiplicity: 1

***

Record 4
Molecular formula: C5H10O
Method: DFT, the ωB97M-V functional and the def2-TZVPD basis

```
16
Properties=species:S:1:pos:R:3:forces:R:3
C 1.015931 0.643749 -0.832888 0.03 0.24 -0.06
C -0.337760 1.324297 -0.630032 -0.09 0.01 -0.01
C -0.856537 0.639441 0.613273 -0.02 0.17 0.00
C -1.412992 -0.760792 0.423351 -0.04 -0.09 -0.08
C -0.031595 -0.584242 0.884641 -0.18 0.15 0.20
O 1.157512 -1.866325 -0.086284 0.30 -0.09 0.00
H 1.778316 1.109261 -0.196426 -0.10 -0.09 -0.05
H 1.386848 0.648602 -1.868946 -0.06 -0.05 0.15
H 1.146521 -0.886522 -0.571338 -0.01 -0.14 0.13
H -0.272602 2.414693 -0.507087 0.00 -0.15 0.00
H -1.008153 1.151232 -1.480873 0.08 0.00 0.12
H -1.204696 1.218829 1.468967 0.06 -0.09 -0.12
H -2.126445 -1.165268 1.138625 0.14 0.06 -0.10
H -1.575828 -1.087494 -0.600999 0.05 0.07 0.14
H 0.343519 -0.915838 1.842877 0.00 0.05 -0.21
H 1.997961 -1.883623 0.403141 -0.15 -0.06 -0.12
```
Positions in Å, forces in eV/Å.

Summary:
E_HOMO (alpha / beta): -7.63 / -7.63 eV
Energy relative to the best compared isomer or geometry (same formula, charge and spin): 589.6 kJ/mol
Frontier orbital gap (alpha / beta): 0.2839 / 0.2838 Eh
E_LUMO (alpha / beta): 0.10 / 0.10 eV
Spin multiplicity: 1

***

Record 5
Molecular formula: C5H10O
Method: DFT, the ωB97M-V functional and the def2-TZVPD basis

```
16
Properties=species:S:1:pos:R:3:forces:R:3
C -1.871246 0.585847 0.189982 -0.07 0.07 0.00
C -0.979265 -0.556119 -0.287038 -0.01 -0.02 -0.07
C 0.318442 -0.524161 0.466713 -0.14 -0.05 0.13
C 1.642293 -1.013120 -0.042414 0.05 -0.16 -0.04
C 1.406261 0.458459 0.149255 0.10 -0.12 0.27
O 1.306001 1.137759 -1.075237 -0.06 0.25 0.02
H -1.362968 1.546899 0.041412 -0.16 -0.10 0.01
H -2.069068 0.493678 1.264845 -0.02 0.02 -0.17
H -2.828312 0.618451 -0.337134 0.08 0.01 0.07
H -1.468208 -1.523492 -0.114314 0.03 0.15 -0.08
H -0.780828 -0.483388 -1.361232 -0.07 0.04 0.12
H 0.214062 -0.703691 1.537000 -0.09 0.04 -0.13
H 2.150057 -1.646046 0.671315 0.53 0.33 -0.07
H 1.793653 -1.277136 -1.086272 -0.32 -0.09 0.16
H 1.871781 1.041332 0.945409 0.01 -0.27 -0.11
H 0.657351 1.844733 -0.962285 0.13 -0.10 -0.10
```
Positions in Å, forces in eV/Å.

Summary:
E_HOMO: -9.65 eV
Energy relative to the best compared isomer or geometry (same formula, charge and spin): 118.5 kJ/mol
SMILES: CC[C@H]1C[C@H]1O
Frontier orbital gap: 0.3911 Eh
E_LUMO: 0.99 eV
Spin multiplicity: 1

***

Record 6
Molecular formula: C5H10O
Method: DFT, the ωB97M-V functional and the def2-TZVPD basis

```
16
Properties=species:S:1:pos:R:3:forces:R:3
O 2.521863 -0.500613 -0.155149 0.74 0.76 0.78
C 1.543255 0.492077 0.155592 -0.51 0.28 -0.65
C 0.236396 0.091370 -0.452026 -0.21 -0.26 -1.28
C -0.995698 0.904403 -0.048357 0.12 1.48 -0.69
C -1.837945 -0.340252 0.033042 -0.30 -1.30 -1.73
C -0.525252 -1.159887 0.011904 0.53 0.05 1.04
H 3.316087 -0.313717 0.394970 -0.81 -0.25 -0.68
H 1.723479 1.499078 -0.313876 0.55 -0.69 0.68
H 1.369881 0.580421 1.225812 0.38 0.17 0.32
H 0.382664 0.101388 -1.553778 -0.28 -0.12 0.48
H -1.279850 1.720935 -0.721297 -0.17 -0.25 -0.03
H -0.877012 1.366618 0.910943 0.19 0.20 0.79
H -2.470983 -0.485309 0.870128 -0.49 0.02 0.99
H -2.475967 -0.554064 -0.849844 0.49 0.36 0.25
H -0.402534 -2.068700 -0.566326 -0.24 -0.11 -0.02
H -0.228390 -1.333741 1.058260 -0.01 -0.34 -0.26
```
Positions in Å, forces in eV/Å.

Summary:
E_HOMO: -10.27 eV
Energy relative to the best compared isomer or geometry (same formula, charge and spin): 125.2 kJ/mol
SMILES: OCC1CCC1
Frontier orbital gap: 0.4137 Eh
E_LUMO: 0.99 eV
Spin multiplicity: 1

***

Record 7
Molecular formula: C5H10O
Method: DFT, the ωB97M-V functional and the def2-TZVPD basis

```
16
Properties=species:S:1:pos:R:3:forces:R:3
C -1.541193 0.765403 -0.834724 -0.10 0.04 0.00
C -0.726873 -0.118076 0.085217 -0.43 -0.14 -0.05
C -1.250187 -0.311280 1.489871 0.02 0.06 0.06
C 1.523349 -0.451682 0.382025 0.09 0.20 -0.51
O 0.614752 0.438521 0.033184 0.32 -0.50 -0.02
C 2.671277 -0.232129 -0.540626 0.20 -0.03 0.17
H -0.964361 0.948890 -1.747574 -0.17 -0.02 0.13
H -1.773732 1.729740 -0.373176 0.01 -0.11 -0.03
H -2.470640 0.258750 -1.106169 0.02 0.13 0.06
H -0.617969 -1.100984 -0.381995 -0.22 0.07 0.05
H -1.265508 0.627718 2.050982 -0.02 -0.06 -0.10
H -0.621303 -1.034056 2.018185 -0.10 0.17 -0.06
H -2.270522 -0.706506 1.431364 0.14 0.07 0.06
H 3.624867 -0.597074 -0.163775 -0.02 0.09 0.00
H 2.339054 -0.961885 -1.305599 0.21 0.08 0.04
H 2.728990 0.744647 -1.037197 0.04 -0.04 0.20
```
Positions in Å, forces in eV/Å.

Summary:
E_HOMO: -8.23 eV
Energy relative to the best compared isomer or geometry (same formula, charge and spin): 291.0 kJ/mol
Frontier orbital gap: 0.3438 Eh
E_LUMO: 1.12 eV
Spin multiplicity: 1

***

- Among the records above, which one has the highest energy relative to the best compared isomer or geometry (same formula, charge and spin)?
  number 4

***

What did the first record say?
Molecular formula: C5H10O
Method: DFT, the ωB97M-V functional and the def2-TZVPD basis

```
16
Properties=species:S:1:pos:R:3:forces:R:3
C -0.357297 -1.518797 1.474235 0.08 -0.06 0.08
C -0.554577 -0.576779 0.319456 0.04 0.13 -0.12
C 0.396937 0.189964 -0.226135 -0.02 -0.18 0.21
C 1.856828 0.178866 0.130155 0.03 -0.04 0.02
O 0.174274 1.127431 -1.195446 0.06 -0.02 0.03
C -1.164775 1.400744 -1.536758 -0.23 0.06 -0.07
H 0.575197 -1.326661 2.012580 -0.13 -0.05 -0.10
H -0.357701 -2.571612 1.164178 -0.01 0.14 0.01
H -1.174010 -1.398339 2.195670 0.13 -0.04 -0.10
H -1.568100 -0.516585 -0.066834 0.13 0.04 0.06
H 2.104254 0.996812 0.816420 -0.06 -0.09 -0.10
H 2.156354 -0.765227 0.589528 -0.07 0.15 -0.05
H 2.447715 0.323055 -0.779348 -0.10 -0.02 0.12
H -1.612363 0.577062 -2.108813 0.07 0.09 0.08
H -1.150830 2.303588 -2.149639 0.00 -0.15 0.04
H -1.771903 1.576474 -0.639250 0.09 0.02 -0.12
```
Positions in Å, forces in eV/Å.

Summary:
E_HOMO: -8.37 eV
Energy relative to the best compared isomer or geometry (same formula, charge and spin): 95.4 kJ/mol
SMILES: C/C=C(\C)OC
Frontier orbital gap: 0.3473 Eh
E_LUMO: 1.08 eV
Spin multiplicity: 1

***

Copy entry 7 word for word.
Molecular formula: C5H10O
Method: DFT, the ωB97M-V functional and the def2-TZVPD basis

```
16
Properties=species:S:1:pos:R:3:forces:R:3
C -1.541193 0.765403 -0.834724 -0.10 0.04 0.00
C -0.726873 -0.118076 0.085217 -0.43 -0.14 -0.05
C -1.250187 -0.311280 1.489871 0.02 0.06 0.06
C 1.523349 -0.451682 0.382025 0.09 0.20 -0.51
O 0.614752 0.438521 0.033184 0.32 -0.50 -0.02
C 2.671277 -0.232129 -0.540626 0.20 -0.03 0.17
H -0.964361 0.948890 -1.747574 -0.17 -0.02 0.13
H -1.773732 1.729740 -0.373176 0.01 -0.11 -0.03
H -2.470640 0.258750 -1.106169 0.02 0.13 0.06
H -0.617969 -1.100984 -0.381995 -0.22 0.07 0.05
H -1.265508 0.627718 2.050982 -0.02 -0.06 -0.10
H -0.621303 -1.034056 2.018185 -0.10 0.17 -0.06
H -2.270522 -0.706506 1.431364 0.14 0.07 0.06
H 3.624867 -0.597074 -0.163775 -0.02 0.09 0.00
H 2.339054 -0.961885 -1.305599 0.21 0.08 0.04
H 2.728990 0.744647 -1.037197 0.04 -0.04 0.20
```
Positions in Å, forces in eV/Å.

Summary:
E_HOMO: -8.23 eV
Energy relative to the best compared isomer or geometry (same formula, charge and spin): 291.0 kJ/mol
Frontier orbital gap: 0.3438 Eh
E_LUMO: 1.12 eV
Spin multiplicity: 1